Record 1
The following is a quantum chemistry calculation of a structure of composition C36H40P2Ru, from the OMol25 dataset.

```
79
Properties=species:S:1:pos:R:3:forces:R:3:mulliken_spin:R:1
Ru 0.048530 0.083674 2.684009 -1.118 2.377 5.508 2.594
P 1.675673 0.024895 1.192092 2.292 -0.384 -1.280 -0.107
P -1.425877 -0.609762 1.203258 -1.496 -0.656 -0.957 -0.008
C 0.886545 -0.661243 -0.280871 -0.743 -0.269 -0.680 -0.007
C -3.521259 -4.095511 0.620431 0.100 0.070 0.036 0.000
C -0.464429 -0.790280 -0.314742 0.734 -0.094 -0.886 0.020
C 3.002541 -2.220136 2.116793 0.139 0.046 -0.187 0.008
C 2.234045 1.724965 0.797199 -0.440 -0.157 -0.498 0.017
C -3.071400 3.102640 0.746286 0.219 -0.098 0.041 0.010
C 4.489294 -0.498741 1.272733 -0.173 -0.244 -0.182 -0.001
C 0.412714 -1.170114 -4.906464 0.962 -0.547 0.071 0.081
C 1.305995 0.996212 -3.929029 -0.165 4.173 -0.637 0.214
C 2.382706 2.651322 1.834317 0.156 -0.060 -0.140 0.031
C -1.781509 -0.458759 -3.703927 -0.132 0.201 -0.252 0.048
C 2.989671 3.372775 -0.802458 -0.130 -0.155 0.071 0.001
C 3.218434 4.271694 0.243739 -0.059 -0.112 0.098 0.001
C 0.459276 1.939312 -4.730734 -0.712 -0.614 0.447 0.027
C 1.504753 0.362653 4.163121 1.368 -0.551 0.007 0.266
C -4.899269 1.537159 0.502942 0.096 0.028 0.065 0.002
C -2.741955 -2.958278 0.392841 -0.259 0.035 0.380 -0.007
C -0.933112 1.430121 -5.177086 0.009 0.568 -0.266 -0.011
C 2.896181 3.921107 1.556184 -0.070 -0.216 -0.030 0.007
C 3.186187 -0.962703 1.531720 0.204 0.324 -0.057 -0.015
C -2.662735 0.730336 0.938205 0.010 -0.374 0.040 0.008
C 4.095919 -3.062366 2.324479 -0.172 0.098 -0.053 0.004
C -1.434714 0.266616 4.124221 -0.899 -0.250 -0.404 0.118
C -2.191993 2.044748 0.989909 -0.242 0.046 -0.091 0.038
C -3.457357 -3.674904 3.003732 0.052 0.056 -0.083 0.004
C -2.366059 -2.147030 1.476039 0.315 -0.281 -0.456 0.015
C 5.579297 -1.353974 1.468700 -0.098 -0.057 0.090 0.001
C -3.888162 -4.451003 1.924366 0.162 0.254 -0.101 0.000
C -4.030827 0.473284 0.756309 0.247 0.024 -0.141 0.006
C 1.280210 -0.339917 -3.999172 -0.701 -4.004 -0.504 0.330
C -2.686586 -2.530509 2.784566 -0.154 0.033 -0.158 0.004
C -1.776644 0.824295 -4.088178 -0.064 0.013 0.371 0.032
C -4.417372 2.850944 0.475774 0.073 -0.299 0.005 0.005
C 2.476620 2.103582 -0.531182 0.285 0.297 0.402 0.012
C 5.381526 -2.645777 1.971420 -0.195 0.237 -0.043 0.000
C -0.968655 -1.560262 -4.327480 -0.146 -0.224 0.271 0.052
H -0.797891 -2.333874 -3.564832 -0.001 0.121 -0.231 0.001
H -1.298605 -0.578651 4.817445 -0.078 0.240 -0.077 0.007
H -1.169888 1.205634 4.636413 -0.146 -0.122 -0.182 0.045
H -2.428753 -2.683912 -0.615153 -0.230 -0.169 0.186 0.000
H -1.023165 -0.992690 -1.235954 0.530 -0.264 0.153 0.017
H -0.831428 0.783719 -6.057055 -0.202 0.115 0.223 0.013
H 2.555133 0.408946 3.815804 -0.519 0.020 0.699 -0.016
H 1.995104 -0.924142 -3.404566 -0.225 0.383 -0.087 -0.002
H -2.457586 0.289940 3.719475 0.216 0.176 0.663 -0.006
H -1.142061 2.225472 1.254515 -0.290 0.134 -0.279 -0.044
H 3.221196 3.657297 -1.829286 -0.049 0.000 0.265 0.002
H -2.347676 -1.914306 3.617215 -0.218 -0.344 -0.224 -0.020
H 1.002367 2.258694 -5.637951 0.332 0.042 0.326 0.051
H 3.929618 -4.046801 2.756158 0.106 0.189 -0.065 0.000
H -1.540414 -2.044714 -5.138868 0.154 0.121 0.340 -0.004
H 1.993191 -2.518889 2.407319 0.254 -0.152 -0.087 -0.007
H 1.548621 -0.977920 -1.094562 -0.456 0.239 -0.133 -0.005
H 3.051274 4.621212 2.376290 -0.051 -0.108 -0.271 0.000
H 2.105867 2.354099 2.847994 0.263 0.274 -0.303 -0.033
H 2.275653 1.395919 -1.332294 0.165 0.100 0.186 0.014
H -4.503311 -5.335802 2.097986 0.212 0.284 -0.067 0.000
H -3.724502 -3.956401 4.023495 0.089 0.070 -0.316 0.000
H -2.694524 4.122134 0.771250 -0.127 -0.148 0.016 0.001
H -4.401143 -0.554476 0.817621 0.073 0.385 -0.131 0.000
H 0.299877 2.848547 -4.133124 0.315 -0.063 -0.096 0.029
H -5.957964 1.338275 0.332247 0.297 0.074 0.074 0.001
H 0.292322 -0.734720 -5.905504 0.087 0.219 0.320 0.031
H 6.591433 -1.017991 1.229172 -0.383 -0.057 0.113 0.000
H 1.339375 -0.529782 4.794794 0.215 0.214 -0.205 0.014
H -2.507978 -0.790092 -2.952255 0.184 0.219 -0.292 0.002
H 1.198877 1.262903 4.732355 0.069 -0.293 -0.462 0.030
H 2.078259 1.489968 -3.329256 -0.167 -0.307 -0.171 0.076
H 0.950828 -2.119285 -5.058195 -0.153 0.305 -0.009 -0.002
H 6.228245 -3.321581 2.105062 -0.258 0.257 -0.015 0.000
H -5.097199 3.675159 0.257679 0.201 -0.223 0.118 0.001
H -2.485767 1.524662 -3.627798 0.291 -0.399 -0.002 0.005
H -3.846091 -4.705095 -0.222786 0.114 0.124 0.238 0.000
H 3.641279 5.253365 0.037643 -0.116 -0.224 0.017 0.000
H 4.647097 0.520208 0.910096 -0.022 -0.353 0.024 0.001
H -1.475879 2.323920 -5.522645 0.265 -0.308 -0.076 0.000
```
Forces are in eV/Å.

HOMO energy (alpha / beta) (eV): -13.631 / -13.427
Expectation value of S²: 6.014
2S+1: 5
LUMO level (alpha / beta) (eV): -5.88 / -10.45
Energy above the lowest of the compared OMol25 structures with the same formula, charge and spin (eV): 0.000
Total energy (Eh): -2172.58876
Total charge: +2

Record 2
The following is a quantum chemistry calculation of a structure of composition C36H41GeN5O2PtS2Se, from the OMol25 dataset.

```
89
Properties=species:S:1:pos:R:3:forces:R:3:mulliken_spin:R:1
Pt -0.321556 0.326529 -0.140787 0.245 -0.231 1.211 0.039
Se -1.702196 -1.557995 0.692457 0.394 -1.112 -0.588 0.132
Ge -0.180275 2.831395 -0.112224 0.342 1.027 -0.853 0.043
S -0.223374 -0.200646 -2.287239 -0.264 0.133 -0.712 0.044
S -1.439802 -3.741798 -0.774129 -0.220 1.204 -0.024 0.157
O 0.187563 0.485658 1.996319 -0.232 -0.087 -0.322 -0.033
O 2.279455 0.743487 0.188552 -0.048 -0.039 0.197 0.037
N -1.591182 -5.739677 1.024277 -0.006 0.115 -0.079 0.015
N -6.232012 -0.633504 -0.103652 0.223 -0.008 0.030 0.021
N 0.021700 -5.938445 -0.638422 -0.308 0.470 0.019 0.017
N -1.637308 -1.415947 -4.140376 -0.007 -0.106 -0.099 0.006
N -2.920068 -0.271572 -2.585619 -0.264 0.030 0.135 0.011
C -1.789199 3.618622 -0.856829 -0.376 -0.035 0.145 0.004
C -4.419336 -2.200877 0.027783 -0.028 0.062 0.067 0.012
C -2.979372 5.688531 -1.245490 -0.045 -0.023 -0.039 0.002
C 2.586694 3.859324 -3.278801 -0.066 -0.030 -0.061 -0.018
C -0.943855 -5.255290 -0.066233 0.274 -0.333 0.681 0.015
C 2.653565 3.847639 -4.686580 -0.379 -0.172 -0.362 0.088
C 3.584830 4.411191 -1.136848 0.298 0.172 -0.561 0.020
C 2.445434 3.962047 -0.492630 -0.365 -0.462 0.164 0.011
C -5.752680 -1.871996 -0.186520 -0.075 0.046 -0.038 -0.008
C -2.718441 -1.813351 -4.841614 0.043 0.051 0.028 -0.001
C 3.662805 4.356225 -2.525622 0.020 0.058 0.630 0.114
C -0.703956 0.644355 3.121327 0.102 -0.038 -0.118 0.005
C 1.433753 -7.898567 -0.817672 -0.073 0.058 0.012 0.001
C 1.577651 3.408669 -5.442380 0.665 0.236 0.074 0.002
C 3.257369 0.577677 -0.838390 0.022 -0.132 -0.023 -0.001
C -4.004286 -0.656372 -3.252604 0.055 0.032 0.033 -0.003
C 0.076868 3.532217 1.679223 -0.062 -0.141 0.176 -0.002
C 1.342389 3.440445 -1.190427 0.155 -0.165 0.273 0.128
C -1.854978 5.014152 -0.793945 0.105 -0.019 0.009 0.004
C -1.739314 -0.643579 -3.026016 0.479 0.027 0.181 0.003
C -4.001428 3.593683 -1.822603 -0.020 -0.003 -0.018 0.001
C 2.388012 -0.202611 1.242577 0.033 0.101 -0.156 0.003
C -1.296795 -6.942388 1.581751 -0.087 0.013 0.053 -0.001
C -4.056924 4.978254 -1.758461 0.039 0.007 0.004 -0.001
C -4.031801 0.116314 0.495093 0.315 0.017 0.065 0.001
C 0.424858 2.974815 -4.801850 -0.309 -0.131 0.615 0.025
C 0.344435 -7.142044 -0.142353 0.075 -0.298 -0.019 -0.006
C 1.412777 3.393888 -2.615570 -0.122 0.070 -0.104 0.020
C -3.546849 -1.175057 0.361357 -0.314 -0.334 -0.227 0.007
C -5.380715 0.328803 0.246824 -0.187 -0.023 0.004 -0.009
C -2.069432 -7.359933 2.784405 0.041 0.009 -0.042 0.000
C 1.556967 0.280551 2.398850 0.065 0.044 0.066 0.000
C -3.958710 -1.433796 -4.410811 -0.019 -0.005 -0.022 0.006
C 0.339278 2.964387 -3.411523 -0.072 -0.116 -0.553 0.047
C -0.303460 -7.670975 0.982409 0.036 0.093 -0.075 0.013
C -2.874467 2.917265 -1.372916 0.007 0.018 0.025 -0.003
H -1.695197 0.859459 2.733449 -0.014 0.073 -0.002 -0.002
H 0.995576 3.208284 2.162174 -0.012 -0.004 -0.010 0.001
H -4.852103 -1.725733 -4.941497 -0.002 0.000 -0.009 0.000
H 2.298427 -7.959782 -0.152375 0.014 -0.005 0.008 -0.001
H 4.417076 4.804251 -0.568616 -0.073 0.065 0.008 0.002
H -1.985922 -8.432989 2.933279 0.005 -0.015 0.013 0.000
H 2.996549 1.261073 -1.643125 0.006 0.017 0.018 -0.002
H -1.024860 5.593616 -0.402644 -0.008 -0.013 0.001 0.001
H 2.052169 -1.186304 0.891411 0.033 -0.036 0.041 -0.002
H 3.422292 -0.296097 1.586953 0.021 0.006 -0.009 0.000
H 3.255745 -0.449002 -1.214861 -0.014 0.002 0.003 0.000
H -4.846018 3.042869 -2.219358 0.014 -0.012 -0.010 0.000
H 1.572910 -0.460727 3.200855 0.008 -0.007 0.006 0.000
H 2.407166 4.026909 0.587396 0.065 -0.069 -0.021 -0.002
H -4.083896 -3.223244 -0.075487 -0.052 0.014 -0.031 -0.002
H 3.552521 4.199484 -5.177352 -0.034 0.036 0.042 0.002
H -0.716508 -1.719983 -4.439013 0.025 0.042 0.008 0.000
H -4.934779 5.505238 -2.107438 -0.002 -0.003 0.007 0.000
H -2.841642 1.837791 -1.430017 0.008 -0.077 0.000 0.002
H -6.466115 -2.645150 -0.449448 -0.001 -0.011 0.000 0.000
H -3.123593 -7.099368 2.686819 -0.017 -0.001 0.000 0.000
H -0.033189 -8.641458 1.372796 0.018 -0.011 0.004 0.001
H -0.723213 -0.281363 3.695368 0.002 -0.001 0.044 0.000
H -3.396077 0.948267 0.767406 0.014 0.026 -0.054 0.006
H -4.953474 -0.324254 -2.845204 -0.019 -0.008 0.011 -0.001
H -3.017126 6.768489 -1.194340 0.014 -0.001 -0.001 0.000
H 1.726126 -7.408184 -1.740606 0.010 0.002 -0.013 0.000
H 4.547008 4.721641 -3.033655 -0.007 -0.073 0.001 0.001
H -1.672779 -6.861730 3.671839 0.007 0.009 0.012 0.000
H -5.791376 1.329340 0.330607 0.015 -0.007 0.000 -0.001
H -0.430003 2.659782 -5.386459 0.007 0.040 0.003 0.000
H -2.530993 -2.424781 -5.713490 -0.018 0.006 -0.024 0.000
H -0.775733 3.279810 2.304151 -0.022 0.032 0.047 0.000
H -2.340627 -5.183713 1.417048 -0.052 -0.037 0.037 -0.001
H 1.937360 1.228004 2.785398 0.026 0.004 -0.013 -0.001
H 0.096042 4.618730 1.577204 0.015 -0.015 0.010 -0.001
H 1.115148 -8.921625 -1.020923 0.002 -0.016 0.002 0.000
H -0.352692 1.467573 3.741400 -0.041 -0.001 0.029 0.002
H -0.587134 2.659302 -2.945370 0.004 0.013 0.009 0.023
H 1.635084 3.427799 -6.522033 -0.012 -0.021 0.031 0.001
H 4.250619 0.820974 -0.456310 -0.013 0.007 0.000 0.003
```
Forces are in eV/Å.

HOMO energy (alpha / beta) (eV): -14.788 / -14.379
Expectation value of S²: 0.843
2S+1: 2
LUMO level (alpha / beta) (eV): -10.12 / -10.63
Energy above the lowest of the compared OMol25 structures with the same formula, charge and spin (eV): 2.062
Total energy (Eh): -7213.76399
Total charge: +3